[1]
# C10H29AgClNO7

A molecular structure, C10H29AgClNO7 (the ωB97M-V functional and the def2-TZVPD basis, the OMol25 dataset).

## Properties
- energy relative to the best compared isomer or geometry (same formula, charge and spin) (kcal per mole) = 41.4
- <S²> = 0.7549
- frontier orbital gap (alpha / beta) (eV) = 8.0 / 2.9

```
! wB97M-V def2-TZVPD RIJCOSX def2/J DEFGRID3
* xyz 1 2
Ag 14.968 -12.266 13.160
Cl 17.381 -11.262 13.079
C 12.422 -16.102 13.804
C 13.507 -15.158 14.185
C 14.913 -15.356 13.778
O 15.819 -14.253 14.014
C 17.168 -14.652 14.087
N 13.132 -13.790 13.621
H 11.404 -15.792 14.041
H 12.411 -17.005 14.416
H 12.524 -16.415 12.765
H 13.572 -15.105 15.272
H 15.022 -15.654 12.735
H 15.137 -16.267 14.333
H 17.355 -15.463 14.791
H 17.774 -13.810 14.422
H 17.502 -15.114 13.158
H 12.892 -13.999 12.662
H 12.308 -13.508 14.132
C 20.227 -12.872 8.568
C 19.557 -12.053 9.680
O 18.231 -12.332 9.972
O 19.462 -12.596 7.361
H 20.367 -13.916 8.849
H 21.182 -12.416 8.305
H 19.698 -10.973 9.648
H 20.192 -12.244 10.545
H 18.091 -12.039 10.876
H 19.842 -13.090 6.631
C 16.423 -9.310 9.976
C 17.322 -8.528 8.965
O 18.001 -9.521 8.178
O 15.308 -9.972 9.448
H 15.968 -8.526 10.582
H 17.044 -9.926 10.626
H 18.061 -7.847 9.386
H 16.650 -7.943 8.338
H 18.812 -9.139 7.835
H 14.634 -9.880 10.126
C 18.517 -7.808 17.269
C 18.562 -8.420 15.783
O 17.627 -9.497 15.767
O 17.129 -7.487 17.409
H 19.121 -6.948 17.558
H 18.825 -8.578 17.975
H 19.607 -8.703 15.660
H 18.257 -7.669 15.054
H 17.750 -9.906 14.907
H 16.776 -7.982 16.666
*
```


[2]
# C4H12

2 unconnected molecules or ions with the total composition C4H12 (the ωB97M-V functional and the def2-TZVPD basis, the OMol25 dataset).

## Properties
- energy relative to the best compared isomer or geometry (same formula, charge and spin) (kcal per mole) = 26.6
- frontier orbital gap (eV) = 12.5
- SMILES string = CC.CC

```
! wB97M-V def2-TZVPD RIJCOSX def2/J DEFGRID3
* xyz 0 1
C -1.425 -0.207 -2.018
C 0.060 -0.610 -2.139
H -1.852 -0.588 -1.101
H -1.551 0.752 -2.049
H -2.021 -0.683 -2.888
H 0.536 0.105 -2.904
H 0.112 -1.622 -2.368
H 0.700 -0.617 -1.187
C 1.133 -0.148 1.995
C 0.193 0.997 2.146
H 0.786 -1.069 1.457
H 2.006 0.124 1.438
H 1.578 -0.444 2.922
H -0.034 1.450 1.145
H 0.459 1.759 2.912
H -0.680 0.800 2.639
*
```


[3]
# C3H7ClO4P2

C3H7ClO4P2 in the gas phase (the ωB97M-V functional and the def2-TZVPD basis, the OMol25 dataset).

## Properties
- energy relative to the best compared isomer or geometry (same formula, charge and spin) (kcal per mole) = 19.8
- frontier orbital gap (eV) = 10.6

```
! wB97M-V def2-TZVPD RIJCOSX def2/J DEFGRID3
* xyz 0 1
C 0.240 1.864 -1.067
C -0.930 0.935 -0.963
C 0.719 -1.815 1.471
O -1.202 -1.969 -0.934
O 1.169 1.600 -0.003
O 1.000 -0.679 -1.847
O 0.639 -0.731 0.588
P 1.947 0.444 0.685
P -0.264 -0.825 -1.099
Cl 3.259 -0.384 -0.531
H 0.884 1.643 -1.880
H -0.109 2.834 -0.851
H -1.573 1.225 0.020
H -1.735 0.975 -1.664
H -0.122 -2.598 1.117
H 0.416 -1.557 2.592
H 1.775 -2.101 1.324
*
```


[4]
# C3H24NO11

9 unconnected molecules or ions with the total composition C3H24NO11 (the ωB97M-V functional and the def2-TZVPD basis, the OMol25 dataset).

## Properties
- <S²> = 0.7587
- frontier orbital gap (alpha / beta) (eV) = 10.3 / 3.5

```
! wB97M-V def2-TZVPD RIJCOSX def2/J DEFGRID3
* xyz 2 2
O -0.415 0.420 3.037
C -0.289 -0.518 2.305
O -1.035 -1.615 2.481
C 0.505 -0.562 1.029
C 1.748 -1.440 1.493
O 2.550 -1.546 0.335
N 0.866 0.810 0.604
H -1.613 3.195 -0.815
H 0.031 -1.105 0.208
H 1.491 -2.398 1.859
H 2.436 -0.825 2.082
H 2.552 -2.437 -0.075
H 1.416 1.288 1.424
H 1.583 0.824 -0.205
H -0.059 1.245 0.230
H -4.089 2.382 -1.217
H -3.273 1.948 -2.485
O -3.224 2.294 -1.602
H 0.522 -4.568 -1.343
H -0.103 -3.200 -0.993
O 0.734 -3.657 -1.026
H -0.076 -0.927 -3.884
H -0.372 -1.748 -2.614
O -0.197 -0.862 -2.936
H -1.373 -1.783 3.393
H -1.077 4.692 -0.641
O -1.035 3.769 -0.283
H 1.887 4.047 0.175
H 0.346 3.755 0.726
O 1.315 3.561 0.738
H -2.314 1.010 -0.771
H -1.137 0.320 -1.611
O -1.522 0.385 -0.741
H -2.415 -2.829 -0.678
H -1.772 -1.392 -0.765
O -1.790 -2.257 -1.189
H 2.466 1.030 -2.254
H 3.115 -0.279 -1.573
O 2.518 0.439 -1.477
*
```


[5]
# C7H17N2O3SSi

A gas-phase ion, C7H17N2O3SSi (charge +1) (the ωB97M-V functional and the def2-TZVPD basis, the OMol25 dataset).

## Properties
- energy relative to the best compared isomer or geometry (same formula, charge and spin) (kcal per mole) = 0.8
- frontier orbital gap (eV) = 8.0
- SMILES string = C[NH2+]/C=N/C=C/S[Si](OC)(OC)OC

```
! wB97M-V def2-TZVPD RIJCOSX def2/J DEFGRID3
* xyz 1 1
C -5.218 0.291 -0.306
N -4.390 0.667 0.844
C -3.041 0.041 0.760
N -2.232 0.983 0.427
C -0.908 0.909 0.182
C -0.212 2.031 -0.098
S 1.496 2.224 -0.303
Si 2.462 0.242 -0.023
O 2.016 -0.892 -1.172
C 2.515 -1.017 -2.515
O 4.078 0.388 -0.304
C 5.170 1.079 0.372
O 2.018 -0.313 1.397
C 1.792 -1.479 2.130
H -5.899 -0.450 0.069
H -5.857 1.055 -0.673
H -4.746 -0.198 -1.111
H -4.214 1.639 0.900
H -5.045 0.394 1.613
H -2.865 -1.042 0.871
H -0.497 -0.040 0.430
H -0.672 2.932 -0.124
H 1.766 -0.589 -3.174
H 2.558 -2.152 -2.746
H 3.509 -0.608 -2.590
H 6.069 0.353 0.128
H 4.853 1.118 1.496
H 5.139 2.163 -0.060
H 1.952 -1.238 3.143
H 2.502 -2.395 1.754
H 0.739 -1.845 1.949
*
```


[6]
# C4H6BrOP

C4H6BrOP in the gas phase (the ωB97M-V functional and the def2-TZVPD basis, the OMol25 dataset).

## Properties
- energy relative to the best compared isomer or geometry (same formula, charge and spin) (kcal per mole) = 12.6
- frontier orbital gap (eV) = 10.6
- SMILES string = C=CP(=O)(Br)C=C

```
! wB97M-V def2-TZVPD RIJCOSX def2/J DEFGRID3
* xyz 0 1
C 0.552 -0.210 2.459
C -0.463 -0.124 1.608
P -0.207 0.716 -0.019
O 1.016 1.499 -0.264
Br -1.909 2.134 -0.106
C -0.534 -0.462 -1.525
C 0.497 -0.528 -2.358
H 0.672 -0.778 3.369
H 1.415 0.373 2.227
H -1.216 -0.812 1.641
H -1.507 -0.768 -1.548
H 0.335 -1.066 -3.247
H 1.348 0.026 -2.237
*
```


[7]
# C4H4N2O

A molecular structure, C4H4N2O (the ωB97M-V functional and the def2-TZVPD basis, the OMol25 dataset).

## Properties
- energy relative to the best compared isomer or geometry (same formula, charge and spin) (kcal per mole) = 53.9
- frontier orbital gap (eV) = 9.2

```
! wB97M-V def2-TZVPD RIJCOSX def2/J DEFGRID3
* xyz 0 1
C -1.643 -0.116 -0.702
C 0.551 -0.918 0.013
C 1.566 -0.179 0.703
C 0.182 1.226 0.243
H -1.377 -1.307 -0.979
H 0.371 -1.963 -0.096
H 2.351 -0.725 0.936
H -0.265 2.198 0.089
N -0.428 0.140 -0.151
N 1.420 1.095 0.707
O -2.727 0.550 -0.761
*
```


[8]
# C9H9NO2

2 unconnected molecules or ions with the total composition C9H9NO2 (the ωB97M-V functional and the def2-TZVPD basis, the OMol25 dataset).

## Properties
- energy relative to the best compared isomer or geometry (same formula, charge and spin) (kcal per mole) = 19.5
- <S²> = 2.0574
- frontier orbital gap (alpha / beta) (eV) = 8.3 / 7.6

```
! wB97M-V def2-TZVPD RIJCOSX def2/J DEFGRID3
* xyz 0 3
C 0.062 0.344 -2.031
C 1.081 -0.609 -0.117
C 1.289 0.816 -2.404
C 2.301 -0.177 -0.388
C -0.137 -0.274 -0.813
C 2.496 0.564 -1.613
C -2.439 -0.122 -0.456
C -0.803 0.387 2.758
C -1.024 -0.987 2.332
N -1.315 -0.736 -0.336
O 3.604 0.949 -2.050
O -2.110 -0.127 2.597
H -0.903 0.428 -2.608
H 0.778 -1.323 0.642
H 1.528 1.286 -3.371
H 3.156 -0.397 0.132
H -3.179 -0.701 0.118
H -2.597 0.812 -0.909
H -0.287 0.662 3.643
H -0.574 1.023 1.847
H -0.926 -1.819 3.026
*
```


Please write out number 3 again, unchanged.
# C3H7ClO4P2

C3H7ClO4P2 in the gas phase (the ωB97M-V functional and the def2-TZVPD basis, the OMol25 dataset).

## Properties
- energy relative to the best compared isomer or geometry (same formula, charge and spin) (kcal per mole) = 19.8
- frontier orbital gap (eV) = 10.6

```
! wB97M-V def2-TZVPD RIJCOSX def2/J DEFGRID3
* xyz 0 1
C 0.240 1.864 -1.067
C -0.930 0.935 -0.963
C 0.719 -1.815 1.471
O -1.202 -1.969 -0.934
O 1.169 1.600 -0.003
O 1.000 -0.679 -1.847
O 0.639 -0.731 0.588
P 1.947 0.444 0.685
P -0.264 -0.825 -1.099
Cl 3.259 -0.384 -0.531
H 0.884 1.643 -1.880
H -0.109 2.834 -0.851
H -1.573 1.225 0.020
H -1.735 0.975 -1.664
H -0.122 -2.598 1.117
H 0.416 -1.557 2.592
H 1.775 -2.101 1.324
*
```